(1)
Here is a molecular structure, C55H38N8O6S6Sn from the Open Molecules 2025 dataset. Energies are from ωB97M-V with the def2-TZVPD basis set.

```
! RIJCOSX wB97M-V def2-TZVPD def2/J DEFGRID3
* xyz -2 1
Sn -0.3967 -0.3052 -0.7308
S -3.5229 -4.3943 4.5545
C -2.3466 -5.3341 5.3887
C -1.0876 -5.0188 4.9888
C -1.0691 -3.9928 4.0055
C -2.3111 -3.5368 3.6576
C -2.6594 -2.5245 2.6631
C -1.6386 -2.2739 1.5752
N -1.8358 -1.0440 0.8278
C -3.0466 -0.4381 0.8435
C -4.0734 -0.7610 1.7595
C -5.2528 0.0023 1.7783
C -5.4627 1.0399 0.9063
C -4.4724 1.3557 -0.0692
C -4.6248 2.3762 -1.0247
C -3.6334 2.5447 -2.0377
C -2.5058 1.7491 -1.9858
N -2.2990 0.8174 -1.0476
C -3.2894 0.5857 -0.0934
C -3.7727 3.5124 -3.1103
C -3.1624 3.5555 -4.3403
C -3.5205 4.6919 -5.1101
C -4.4126 5.5055 -4.4803
S -4.8186 4.8855 -2.9276
C -3.7982 -1.8073 2.7014
H -2.6591 -6.0726 6.1085
H -0.1938 -5.4982 5.3633
H -0.1550 -3.6289 3.5583
H -0.6475 -2.2407 2.0428
H -6.0161 -0.2533 2.5081
H -6.3797 1.6161 0.9303
H -5.5230 2.9821 -1.0207
H -1.7250 1.8382 -2.7323
H -2.4878 2.7837 -4.6844
H -3.1416 4.8841 -6.1048
H -4.8649 6.4159 -4.8375
H -4.5270 -1.9971 3.4857
C 4.9089 -3.4080 -4.5994
C 3.6000 -3.4437 -3.8581
C 2.6225 -4.3802 -4.1685
C 1.4193 -4.4099 -3.4805
C 1.1943 -3.4881 -2.4689
C 2.1463 -2.5294 -2.1558
C 3.3459 -2.5252 -2.8425
S -0.4383 -3.4599 -1.7824
O -1.1064 -4.6277 -2.2995
O 1.1219 -5.3533 -0.1701
N -1.1719 -2.1170 -2.0273
C -1.5321 -1.7867 -3.4109
C -0.7583 -0.5636 -3.9468
O -0.8381 -0.3377 -5.1526
O -0.1411 0.1209 -3.0684
H 4.8913 -4.0689 -5.4655
H 5.7294 -3.7191 -3.9494
H 5.1277 -2.3961 -4.9436
H 2.7990 -5.0954 -4.9634
H 0.6611 -5.1446 -3.7069
H 1.9602 -1.8017 -1.3806
H 4.0923 -1.7786 -2.5970
H -2.5927 -1.5275 -3.4323
H -1.3878 -2.6269 -4.0925
O 3.9759 -5.5928 4.2070
N 2.8784 -6.0423 3.7640
O 2.3692 -7.0860 4.2490
C 2.2129 -5.4094 2.7193
C 1.0836 -6.0302 2.2165
C 0.3553 -5.4879 1.0867
C -1.0854 -5.8145 1.0353
C -1.9756 -4.8434 0.9090
C -1.6172 -3.4352 0.5253
N -0.2825 -3.3856 -0.1417
C 0.7462 -4.1780 0.5278
C 1.8012 -3.4212 1.2720
N 1.8967 -2.1292 0.9915
C 2.8270 -1.3938 1.5832
C 3.7330 -1.9444 2.4693
C 3.6087 -3.2791 2.8138
C 2.5847 -4.0640 2.2629
H 0.7358 -6.9425 2.6724
H -1.3815 -6.8329 1.2566
H -3.0344 -5.0506 1.0136
H -2.3525 -3.1157 -0.2140
H 2.8329 -0.3391 1.3217
H 4.5176 -1.3360 2.9008
H 4.2681 -3.7329 3.5337
S 5.8383 4.7998 2.0133
C 4.2078 4.5334 1.9454
S 3.5391 2.9406 1.7391
C 1.9349 3.6064 1.7023
N 1.9002 4.8786 1.8395
N 3.1611 5.4061 1.9680
C 3.2017 6.8329 2.0635
C 2.1710 7.5515 1.4617
C 2.1599 8.9322 1.5445
C 3.1666 9.6063 2.2232
C 4.1827 8.8815 2.8235
C 4.2085 7.4955 2.7510
S 0.4879 2.6251 1.4276
H 1.3916 7.0214 0.9343
H 1.3565 9.4824 1.0724
H 3.1560 10.6869 2.2831
H 4.9701 9.3925 3.3624
H 5.0001 6.9387 3.2240
C -0.7294 4.9759 -2.2698
C -1.3700 5.2127 -1.0610
C -1.0327 4.4737 0.0621
C -0.0460 3.5030 -0.0378
C 0.5780 3.2365 -1.2496
C 0.2321 3.9803 -2.3683
H -1.0133 5.5434 -3.1465
H -2.1486 5.9618 -0.9989
H -1.5287 4.6376 1.0092
H 1.3079 2.4402 -1.3219
H 0.6988 3.7578 -3.3188
*
```

Calculated values
**Highest occupied orbital energy (spin up / spin down)**: -0.0518 / -0.0190 Ha

(2)
Here is a molecular structure, C55H42N5O5OsS5 in a non-equilibrium geometry from the Open Molecules 2025 dataset. Energies are from ωB97M-V with the def2-TZVPD basis set.

```
! RIJCOSX wB97M-V def2-TZVPD def2/J DEFGRID3
* xyz 1 1
Os -1.9680 -2.2254 -0.1069
C 3.4207 -0.9852 -6.5066
C 2.5653 -0.6886 -5.3063
C 2.0371 -1.7280 -4.5384
C 1.2354 -1.4720 -3.4402
C 0.9635 -0.1537 -3.1075
C 1.4471 0.8993 -3.8653
C 2.2533 0.6219 -4.9590
S 0.0142 0.2392 -1.6578
O -0.7601 -1.0631 -1.4077
C 1.3973 0.2564 -0.5081
C 1.7322 -0.9800 0.0747
C 2.7492 -1.0536 0.9738
C 3.4690 0.1090 1.3334
C 4.5188 0.0536 2.2860
C 5.1859 1.1817 2.6546
C 4.8206 2.4297 2.0992
C 3.8221 2.5124 1.1754
C 3.1291 1.3477 0.7403
C 2.0758 1.4150 -0.2309
C 1.7694 2.7503 -0.8497
C 2.7416 3.3656 -1.7072
C 3.9851 2.7513 -2.0150
C 4.8884 3.3693 -2.8293
C 4.5998 4.6312 -3.3944
C 3.4053 5.2348 -3.1358
C 2.4465 4.6194 -2.2921
C 1.1980 5.2454 -2.0352
C 0.2848 4.6577 -1.2185
C 0.5933 3.4169 -0.6229
S -0.6123 2.6103 0.4012
O -1.9526 3.0150 -0.1275
C -0.5186 3.3352 2.0423
C -1.6159 4.0822 2.4329
C -1.9854 4.0886 3.7714
C -1.2794 3.3485 4.7105
C -1.9873 2.8883 5.9653
C -0.0503 2.7996 4.3310
C 0.3232 2.7700 2.9981
H 4.0339 -1.8708 -6.3426
H 4.0750 -0.1480 -6.7433
H 2.7945 -1.1751 -7.3806
H 2.2617 -2.7529 -4.8114
H 0.8094 -2.2732 -2.8503
H 1.2011 1.9232 -3.6094
H 2.6389 1.4404 -5.5541
H 1.1631 -1.8573 -0.1930
H 3.0039 -1.9993 1.4367
H 4.7772 -0.9057 2.7175
H 5.9870 1.1316 3.3800
H 5.3354 3.3268 2.4165
H 3.5417 3.4765 0.7749
H 4.2175 1.7833 -1.5925
H 5.8357 2.8922 -3.0441
H 5.3262 5.1118 -4.0361
H 3.1680 6.1986 -3.5693
H 0.9856 6.1978 -2.5053
H -0.6823 5.1023 -1.0226
H -2.2498 4.5324 1.6801
H -2.8963 4.5957 4.0678
H -2.8043 3.5817 6.1769
H -1.3158 2.8966 6.8251
H -2.1225 0.8926 6.5289
H 0.5575 2.2851 5.0678
H 1.2076 2.2205 2.6944
S -0.6522 -2.7143 1.6999
C -1.8958 -2.2696 2.8473
C -1.6601 -1.2901 3.8163
C -2.7160 -0.6344 4.4159
C -2.5095 0.8963 4.5374
N -2.5444 1.5087 5.8510
C -3.9882 -1.2706 4.3630
C -4.2241 -2.3032 3.4743
C -3.2016 -2.6816 2.5851
S -3.4990 -3.4179 1.0433
C -5.0874 -0.7798 5.1545
N -5.9660 -0.4194 5.8006
H -0.6648 -0.8772 3.8883
H -5.2256 -2.6947 3.3543
N -1.1755 -3.8222 -1.0899
C -0.7026 -4.7746 -1.5447
N -0.1726 -5.8421 -2.0545
C -0.9914 -7.0053 -2.4488
C -1.0569 -7.0805 -3.9675
C 0.3540 -7.1219 -4.5585
C 1.1696 -5.9109 -4.0988
C 1.2062 -5.8375 -2.5780
H -1.9762 -6.9180 -1.9949
H -0.4990 -7.8920 -2.0434
H -1.5903 -6.2044 -4.3469
H -1.6241 -7.9658 -4.2573
H 0.3003 -7.1407 -5.6466
H 0.8550 -8.0403 -4.2371
H 0.7191 -4.9938 -4.4911
H 2.1920 -5.9704 -4.4759
H 1.7169 -4.9445 -2.2206
H 1.7115 -6.7135 -2.1652
O -1.1762 0.3577 1.8755
C -2.3438 0.2990 1.5688
N -2.8185 -0.5313 0.5609
S -4.3665 -0.0575 0.0737
O -5.2811 -1.1415 0.3084
O -4.2827 0.4836 -1.2457
C -4.5753 1.0964 1.3936
C -5.7523 1.7029 1.7906
C -5.7862 2.2326 3.0736
C -4.7198 2.0629 3.9563
C -3.5498 1.4368 3.5532
C -3.4710 1.0254 2.2178
H -6.6162 1.7398 1.1417
H -6.6931 2.7042 3.4278
H -4.8189 2.3678 4.9902
H -1.5423 1.0448 4.0625
*
```

Calculated values
**Highest occupied orbital energy (spin up / spin down)**: -0.3793 / -0.3792 Ha

(3)
Here is a molecular structure, C55H43Cl4N9O4Rb in a non-equilibrium geometry from the Open Molecules 2025 dataset. Energies are from ωB97M-V with the def2-TZVPD basis set.

```
! RIJCOSX wB97M-V def2-TZVPD def2/J DEFGRID3
* xyz -1 1
Rb -0.8276 -0.2088 -0.2176
Cl 0.8294 1.8163 -9.6469
C 0.7006 1.6459 -7.9115
C 0.2179 0.4656 -7.3786
C 0.1182 0.3404 -5.9979
C 0.5009 1.3711 -5.1454
C 0.9778 2.5510 -5.7159
C 1.0793 2.6970 -7.0931
C 0.4040 1.2306 -3.6543
C 1.4238 0.4865 -3.0150
C 2.5603 -0.1278 -3.7109
C 3.3855 -0.6032 -2.7530
C 2.7610 -0.2629 -1.4660
C 3.4167 -0.3568 -0.2226
C 4.7833 -0.9796 -0.2305
C 5.9403 -0.2063 -0.1559
C 7.2028 -0.7876 -0.1511
C 7.3126 -2.1646 -0.2378
Cl 8.8954 -2.9061 -0.2384
C 6.1872 -2.9635 -0.3300
C 4.9328 -2.3631 -0.3205
C 2.9561 0.1447 1.0255
N 1.6741 0.4771 1.3045
C 1.6468 0.9343 2.5847
C 0.5092 1.4607 3.2400
C 0.6184 1.7073 4.7123
C 0.7085 0.6634 5.6276
C 0.8213 0.8910 6.9944
C 0.8429 2.1950 7.4543
Cl 0.9866 2.4979 9.1676
C 0.7485 3.2606 6.5750
C 0.6355 3.0084 5.2138
C -0.6776 1.8724 2.6135
C -1.8740 2.3692 3.3012
C -2.7266 2.7664 2.3300
C -2.0493 2.5117 1.0545
N -0.8393 1.9580 1.2724
C -2.5797 2.8706 -0.2107
C -2.0178 2.6095 -1.4722
C -2.5275 3.1407 -2.7454
C -1.6856 2.7034 -3.7027
C -0.6609 1.8993 -3.0174
N -0.9062 1.8728 -1.6962
C -3.8297 3.6973 -0.1883
C -5.0618 3.1216 -0.4763
C -6.2272 3.8781 -0.4624
C -6.1508 5.2237 -0.1541
Cl -7.6123 6.1861 -0.1357
C -4.9374 5.8254 0.1403
C -3.7827 5.0544 0.1226
C 2.9672 0.8156 3.1843
C 3.7820 0.3101 2.2151
N 1.5644 0.3378 -1.6801
H -0.0860 -0.3396 -8.0344
H -0.2760 -0.5758 -5.5719
H 1.2722 3.3641 -5.0621
H 1.4508 3.6144 -7.5300
H 2.7150 -0.1563 -4.7802
H 4.3405 -1.0897 -2.8942
H 5.8430 0.8722 -0.1011
H 8.0955 -0.1785 -0.0920
H 6.2932 -4.0379 -0.4109
H 4.0438 -2.9811 -0.4034
H 0.6684 -0.3565 5.2604
H 0.8787 0.0710 7.6988
H 0.7633 4.2748 6.9528
H 0.5547 3.8334 4.5151
H -2.0331 2.3984 4.3702
H -3.7169 3.1820 2.4515
H -3.4050 3.7579 -2.8732
H -1.7449 2.8909 -4.7653
H -5.1077 2.0627 -0.7086
H -7.1848 3.4258 -0.6856
H -4.9004 6.8804 0.3780
H -2.8246 5.5068 0.3517
H 3.2492 1.1345 4.1796
H 4.8462 0.1306 2.2895
O -6.1151 -3.0979 -2.9944
C -5.0500 -3.4555 -3.6636
O -5.0954 -4.1784 -4.6408
C -3.7178 -2.9652 -3.1798
C -2.5696 -3.2839 -3.8557
N -1.5515 -2.7351 -3.1687
N -1.9509 -2.0599 -2.0807
C -3.2745 -2.1777 -2.0683
C -4.0691 -1.4918 -0.9574
O -5.3226 -1.6176 -1.0303
O -3.4308 -0.8910 -0.0773
H -5.8645 -2.5112 -2.1826
H -2.4372 -3.8543 -4.7609
H -0.5788 -2.7081 -3.4200
N 1.6244 -3.2733 4.2532
C 1.2476 -2.2575 3.1587
C -0.2604 -2.0859 3.1500
C -1.0488 -3.2296 2.4532
N -1.7573 -2.6373 1.3401
C -0.1342 -4.3359 1.8890
C 1.0959 -3.8407 1.1029
N 0.6518 -3.2907 -0.1710
C 1.8352 -2.7109 1.8400
H 1.2938 -2.9590 5.1634
H 2.6365 -3.3809 4.2869
H 1.2055 -4.1792 4.0484
H 1.7448 -1.3426 3.4761
H -0.4403 -1.1612 2.5983
H -0.6359 -1.9038 4.1632
H -1.7037 -3.7005 3.1993
H -2.3708 -1.8615 1.5580
H -2.3081 -3.2996 0.8080
H -0.7408 -4.9667 1.2315
H 0.1786 -5.0318 2.6842
H 1.7770 -4.6921 0.9936
H 0.2478 -3.9782 -0.7931
H 1.3609 -2.7544 -0.6632
H 1.7684 -1.8152 1.2291
H 2.9076 -2.9073 1.9466
*
```

Calculated values
**Highest occupied orbital energy**: -0.1401 Ha

(4)
Here is a molecular structure, C55H45F2N6O4S5Tc in a non-equilibrium geometry from the Open Molecules 2025 dataset. Energies are from ωB97M-V with the def2-TZVPD basis set.

```
! RIJCOSX wB97M-V def2-TZVPD def2/J DEFGRID3
* xyz 0 3
Tc -1.4419 -1.0501 -1.4722
N 0.2693 -1.3239 -0.2528
S 1.2234 -1.0832 0.8028
N 1.3982 0.3492 1.5979
S 0.4337 1.0298 2.5711
N -1.0594 1.0836 2.3516
S -1.9321 1.3401 0.9540
N -1.8276 0.5019 -0.2170
C -1.5213 3.0244 0.5757
C -1.7725 4.0927 1.4553
C -1.4696 5.4049 1.0374
C -0.9676 5.6669 -0.2201
C -0.7783 4.5934 -1.0992
C -0.9899 3.3021 -0.6969
C -3.5734 1.4231 1.7345
C -4.6204 1.2941 0.8139
C -5.9155 1.3926 1.2438
C -6.2010 1.5991 2.5887
C -5.1551 1.6543 3.5211
C -3.8466 1.5973 3.0957
C 0.5635 0.2472 4.1390
C -0.4226 -0.6415 4.4589
C -0.2765 -1.4405 5.5779
C 0.8020 -1.3018 6.4168
C 1.7559 -0.2824 6.1581
C 1.6662 0.4509 4.9760
C 1.1206 2.6771 2.7832
C 1.8832 3.2538 1.7697
C 2.3273 4.5400 1.9005
C 2.0818 5.2711 3.0517
C 1.2811 4.7235 4.0287
C 0.7569 3.4251 3.8845
C 1.0970 -2.3238 2.0810
C 2.0616 -2.5549 3.0728
C 1.9295 -3.6286 3.9586
C 0.8303 -4.4855 3.8604
C -0.1749 -4.1704 2.9550
C -0.0396 -3.1112 2.0492
C 2.9174 -1.1642 0.2650
C 3.1118 -2.2141 -0.6039
C 4.3668 -2.4219 -1.1333
C 5.4225 -1.5618 -0.8074
C 5.1944 -0.4930 0.0512
C 3.9331 -0.2929 0.5899
H -2.1785 3.9129 2.4475
H -1.7083 6.2378 1.7051
H -0.7033 6.7065 -0.4594
H -0.3606 4.7706 -2.0821
H -0.8181 2.4791 -1.3899
H -4.3726 1.0549 -0.2284
H -6.7176 1.3395 0.5254
H -7.2252 1.5994 2.9329
H -5.3928 1.7952 4.5776
H -3.0105 1.7156 3.8057
H -1.3313 -0.7417 3.8433
H -1.1066 -2.1024 5.8236
H 0.9046 -1.9571 7.3186
H 2.6111 -0.1157 6.8016
H 2.4740 1.1524 4.7332
H 2.0424 2.6602 0.8740
H 2.9721 4.9680 1.0920
H 2.4812 6.2693 3.1748
H 1.0699 5.3172 4.9049
H 0.1034 3.0327 4.6596
H 2.9304 -1.9053 3.1784
H 2.7098 -3.8252 4.6951
H 0.7239 -5.3514 4.5214
H -1.0525 -4.8223 2.8844
H -0.7954 -2.9299 1.3308
H 2.2801 -2.8236 -0.8970
H 4.5533 -3.2474 -1.8077
H 6.4086 -1.7985 -1.2131
H 5.9904 0.2493 0.2148
H 3.7284 0.5778 1.2204
O 3.0160 -0.3941 -2.9741
S 1.9040 0.4922 -2.9287
O 1.5033 1.1948 -1.7502
N 0.5787 -0.4123 -3.3142
C 0.5299 -1.5068 -4.2108
C 1.1330 -1.4611 -5.4340
C 1.1847 -2.5968 -6.2998
C 0.5716 -3.7495 -5.9118
C -0.1423 -3.7987 -4.6918
C -0.7750 -5.0129 -4.3155
C -1.4249 -5.0460 -3.1419
C -1.5267 -3.8635 -2.3627
N -0.9764 -2.7100 -2.6740
C -0.2173 -2.6932 -3.8439
C 2.1438 1.7028 -4.1685
C 1.4462 2.8828 -4.1338
C 1.6129 3.7556 -5.1978
C 2.5425 3.5145 -6.2041
C 3.2790 2.3360 -6.1877
C 3.0774 1.4297 -5.1775
H 1.5216 -0.5165 -5.7723
H 1.6422 -2.4932 -7.2724
H 0.5591 -4.6259 -6.5072
H -0.7173 -5.8612 -4.9751
H -1.8853 -5.9081 -2.7376
H -2.1632 -3.8277 -1.4970
H 0.7449 3.0887 -3.3580
H 1.0349 4.6798 -5.2293
H 2.6726 4.1834 -7.0256
H 3.9505 2.1102 -7.0249
H 3.6207 0.4918 -5.0788
S -1.3139 1.4219 -3.6122
C -0.7140 0.1121 -2.8191
F -4.2799 -0.1265 -1.8633
C -3.3101 -0.9065 -2.5229
F -3.9320 -2.1373 -2.6028
H -3.2168 -0.4955 -3.5368
C -4.0079 -4.1542 0.2286
C -3.1158 -3.0892 0.7725
O -3.0275 -2.9418 2.0044
O -2.4063 -2.3796 -0.0193
H -4.9516 -4.1269 0.7662
H -3.5989 -5.1255 0.3909
H -4.2182 -4.0460 -0.8418
*
```

Calculated values
**Highest occupied orbital energy (spin up / spin down)**: -0.2537 / -0.2267 Ha